# 1
Computed, not measured: the ion C5H12NO with charge +1, with ωB97M-V/def2-TZVPD.

Computed properties:
- charge = +1
- spin multiplicity = 1
- SMILES = C[N@@H+]1CC[C@]1(C)O
- frontier orbital gap (eV) = 11.284
- DFT total energy (eV) = -8908.0994
- lowest unoccupied orbital energy (eV) = -3.08
- energy relative to the best compared isomer or geometry (same formula, charge and spin) (kJ/mol) = 244.08

Element x y z (Å)
C -0.04777 -1.62928 -0.69779
C 1.38681 -0.87488 -0.40162
C -0.70407 -0.00290 -0.22171
C -1.69085 -0.17346 0.90218
C 1.20097 1.63407 0.24405
N 0.74651 0.24560 0.34130
O -0.89942 0.88666 -1.12905
H -0.35405 -1.95133 -1.68107
H -0.41491 -2.41830 -0.03493
H 2.10618 -1.53096 0.01427
H 1.61378 -0.64618 -1.40760
H -1.04085 -0.41713 1.69869
H -2.26392 -1.04593 0.62754
H -2.29917 0.66883 1.10098
H 0.26633 2.16247 0.22941
H 1.86618 2.08424 0.96243
H 1.64797 1.89767 -0.62560
H 0.67231 -0.10081 1.37538
H -1.79203 1.21161 -1.29684

=====

# 2
Computed, not measured: a cluster of 2 separate species, C5H12NO in total, with ωB97M-V/def2-TZVPD.

Computed properties:
- charge = +1
- spin multiplicity = 1
- frontier orbital gap (eV) = 8.805
- DFT total energy (eV) = -8907.8879
- lowest unoccupied orbital energy (eV) = -5.18
- energy relative to the best compared isomer or geometry (same formula, charge and spin) (kJ/mol) = 264.49

Element x y z (Å)
C 1.36187 -0.15788 -1.73818
C 0.83124 -0.16683 -0.35338
C -0.09058 0.78607 -0.02493
C -0.44672 1.96682 -0.60556
C -0.39123 -0.26653 2.27431
N -0.55279 0.64462 1.38951
H 0.88286 -0.73086 -2.45595
H 1.36443 0.85995 -2.15421
H 2.41510 -0.40440 -1.70589
H 0.43760 -1.19210 -0.13100
H 1.77899 0.03622 0.17201
H -0.21752 2.36200 -1.71730
H -1.08137 2.74815 -0.05575
H -0.20020 -0.07067 3.27781
H -0.21842 -1.32182 1.99081
H -0.64757 1.52789 1.76169
H -2.19759 -1.85943 -0.49085
H -1.53194 -2.86090 0.43171
O -1.49616 -1.90032 0.13514

=====

# 3
Computed, not measured: the ion C5H12NO with charge +1, with ωB97M-V/def2-TZVPD.

Computed properties:
- charge = +1
- spin multiplicity = 1
- SMILES = CC(C)[C@H]([NH3+])C=O
- frontier orbital gap (eV) = 11.574
- DFT total energy (eV) = -8909.9900
- lowest unoccupied orbital energy (eV) = -3.51
- energy relative to the best compared isomer or geometry (same formula, charge and spin) (kJ/mol) = 61.67

Element x y z (Å)
O -1.86284 0.95475 1.18149
C -0.71625 0.75028 1.41282
C 0.04015 -0.37751 0.66523
C 1.10031 0.11758 -0.30679
C 1.89427 -1.02590 -0.92646
C 0.54365 1.09159 -1.33348
N -1.07478 -1.08545 -0.08036
H -0.10951 1.31286 2.13719
H 0.38162 -1.09247 1.41598
H 1.76444 0.68409 0.35132
H 2.97932 -0.90644 -0.83637
H 1.93688 -0.94024 -2.02394
H 1.62829 -2.05854 -0.71101
H -0.04973 1.90156 -0.90103
H -0.10003 0.73637 -2.14737
H 1.39289 1.52669 -1.86275
H -1.23770 -0.64213 -0.99013
H -1.02496 -2.09867 -0.17132
H -1.96048 -0.87204 0.39043

=====

# 4
Computed, not measured: a structure of composition C5H12NO, with ωB97M-V/def2-TZVPD.

Computed properties:
- charge = +1
- spin multiplicity = 1
- frontier orbital gap (eV) = 6.824
- DFT total energy (eV) = -8902.6015
- lowest unoccupied orbital energy (eV) = -6.74
- energy relative to the best compared isomer or geometry (same formula, charge and spin) (kJ/mol) = 774.55

Element x y z (Å)
C -2.72448 -0.99855 0.46874
O -3.19360 -0.84944 -0.71177
C -0.35982 -0.36776 -1.04483
C -0.04641 0.27578 0.13723
C 1.82506 0.99398 0.14802
C 2.66880 -0.20797 -0.26900
N 2.02344 1.33472 1.36942
H -2.93359 -0.18521 1.17506
H -2.62396 -2.02995 0.82390
H 2.05895 2.35288 1.51675
H -0.18670 -1.43409 -1.14393
H -0.53613 0.18127 -1.96180
H -0.56492 1.15551 0.48714
H 0.10175 -0.34144 1.01791
H 2.70126 -0.86675 0.59720
H 3.68581 0.13504 -0.43210
H 1.78693 1.79509 -0.59233
H 2.27376 -0.74734 -1.12889
H -2.00865 -0.68838 -0.68350

=====

# 5
Computed, not measured: a cluster of 2 separate species, C5H12NO in total, with ωB97M-V/def2-TZVPD.

Computed properties:
- charge = +1
- spin multiplicity = 1
- frontier orbital gap (eV) = 9.095
- DFT total energy (eV) = -8909.2936
- lowest unoccupied orbital energy (eV) = -4.82
- energy relative to the best compared isomer or geometry (same formula, charge and spin) (kJ/mol) = 128.87

Element x y z (Å)
C -1.18901 -0.08671 -2.73490
C -0.35410 -0.92235 -1.73499
C -0.01800 -0.24294 -0.47594
C 1.16056 -0.38090 0.14583
N 1.20187 0.12189 1.48448
C 2.21444 0.08068 2.24423
H -1.84640 -0.72517 -3.31762
H -0.48964 0.35319 -3.44250
H -1.73593 0.71965 -2.25565
H 0.45050 -1.37416 -2.31914
H -0.91759 -1.82166 -1.44596
H -0.71455 0.48921 -0.07117
H 2.05517 -0.63310 -0.40333
H 0.28567 0.23814 1.82975
H 3.17049 -0.20045 1.84161
H 2.08194 0.19676 3.30880
H -2.15458 0.84951 2.02887
H -1.79452 1.97689 2.97226
O -1.40634 1.36153 2.34536

=====

# 6
Computed, not measured: a cluster of 2 separate species, C5H12NO in total, with ωB97M-V/def2-TZVPD.

Computed properties:
- charge = +1
- spin multiplicity = 1
- frontier orbital gap (eV) = 6.514
- DFT total energy (eV) = -8907.7060
- lowest unoccupied orbital energy (eV) = -5.84
- energy relative to the best compared isomer or geometry (same formula, charge and spin) (kJ/mol) = 282.04

Element x y z (Å)
C -0.20934 -1.64334 1.61163
C 1.18865 -1.65594 1.11390
C -0.67498 3.12784 -1.05320
C -0.27522 -2.12221 -0.83506
C -0.16541 1.87414 -0.53502
N 0.10278 -1.27088 0.25857
O 0.80224 1.75397 0.28526
H -0.71497 -2.58622 1.78463
H -0.53147 -0.84149 2.26122
H 1.86011 -0.86335 1.41215
H 1.66902 -2.60836 0.92395
H -1.69583 3.28263 -0.69305
H -0.78156 3.07755 -2.13984
H -0.06605 3.98714 -0.77674
H -1.30920 -1.91873 -1.10637
H 0.36697 -1.91019 -1.68655
H -0.18792 -3.18871 -0.58583
H -0.60886 0.91802 -0.81046
H 1.23101 2.58811 0.57081

=====

# 7
Computed, not measured: a cluster of 2 separate species, C5H12NO in total, with ωB97M-V/def2-TZVPD.

Computed properties:
- charge = +1
- spin multiplicity = 1
- frontier orbital gap (eV) = 8.969
- DFT total energy (eV) = -8908.5442
- lowest unoccupied orbital energy (eV) = -5.47
- energy relative to the best compared isomer or geometry (same formula, charge and spin) (kJ/mol) = 201.17

Element x y z (Å)
C -0.08127 1.12890 1.29123
C -0.78383 -0.10259 0.67299
C 0.10794 -1.31214 0.59587
C -0.08929 -2.48904 1.22783
C 1.42752 -0.47319 -1.25073
N 1.20861 -1.28198 -0.27102
H 0.97770 0.93862 1.62086
H -0.59589 1.50372 2.12144
H 0.07734 1.95273 0.65415
H -1.32917 0.16636 -0.24874
H -1.58190 -0.30060 1.39280
H -1.11050 -2.59984 1.72887
H 0.29764 -3.39635 0.76380
H 2.28835 -0.41424 -1.82331
H 0.69737 0.21612 -1.56830
H 1.85346 -2.01451 0.09839
H -0.96539 3.55481 -2.12510
H -1.29896 2.28902 -2.87228
O -1.09973 2.63419 -2.00875

=====

# 8
Computed, not measured: a cluster of 2 separate species, C5H12NO in total, with ωB97M-V/def2-TZVPD.

Computed properties:
- charge = +1
- spin multiplicity = 1
- frontier orbital gap (eV) = 10.642
- DFT total energy (eV) = -8908.8338
- lowest unoccupied orbital energy (eV) = -3.16
- energy relative to the best compared isomer or geometry (same formula, charge and spin) (kJ/mol) = 173.22

Element x y z (Å)
C 0.03844 0.11145 1.80803
O 0.33796 -1.26653 1.42032
C -1.23311 0.61151 1.11493
C -2.32294 1.06107 1.77084
H 0.93975 0.71909 1.52771
H -0.10971 0.15015 2.87719
H -0.54854 -1.67838 1.35477
H -1.12062 0.67630 0.03457
H -3.19262 1.40797 1.20259
H -2.37243 1.21362 2.84961
C 0.92909 0.25778 -1.73772
C 0.59547 0.07419 -3.03068
N 1.48147 -0.91670 -0.93223
H 0.85094 1.10169 -1.05620
H 0.17038 0.87041 -3.61887
H 0.76281 -0.89131 -3.48943
H 0.89145 -1.09104 -0.05267
H 1.48987 -1.74763 -1.48537
H 2.41234 -0.66363 -0.55737

=====

# 9
Computed, not measured: a cluster of 3 separate species, C5H12NO2 in total, with ωB97M-V/def2-TZVPD.

Computed properties:
- charge = -1
- spin multiplicity = 1
- frontier orbital gap (eV) = 2.785
- DFT total energy (eV) = -10955.1637
- lowest unoccupied orbital energy (eV) = -0.39
- energy relative to the best compared isomer or geometry (same formula, charge and spin) (kJ/mol) = 1141.07

Element x y z (Å)
C -0.21054 -0.55138 1.78161
C -1.62142 0.07770 1.03305
C -1.04953 -1.31211 0.88158
C 2.47685 -0.43130 0.33659
O 4.70480 0.67851 -0.80835
N -1.33620 1.02895 0.01628
C -2.17685 0.77071 -1.26160
O -2.25564 -0.47765 -1.57359
H -0.38760 -0.16207 2.77983
H 5.48064 1.18086 -1.09571
H 2.86457 -1.26184 -0.23747
H -2.51490 0.17196 1.63116
H -1.65436 -2.21831 1.07769
H 1.43759 -0.46732 0.69106
H 2.70722 0.57123 -0.01883
H 3.01348 -0.51739 1.29974
H -0.40387 -1.34797 -0.00300
H -0.37087 0.84438 -0.25914
H -3.19668 1.31596 -1.07011
H -1.70688 1.49021 -1.96832

=====

# 10
Computed, not measured: the ion C5H12NO2 with charge -1, with ωB97M-V/def2-TZVPD.

Computed properties:
- charge = -1
- spin multiplicity = 1
- SMILES = C[C@@H](CC[O-])NCO
- frontier orbital gap (eV) = 5.784
- DFT total energy (eV) = -10963.3310
- lowest unoccupied orbital energy (eV) = 3.56
- energy relative to the best compared isomer or geometry (same formula, charge and spin) (kJ/mol) = 353.05

Element x y z (Å)
C -1.08973 1.03899 0.48429
C -0.05894 0.17110 -0.22730
C 1.34550 0.34494 0.28908
C 1.98308 1.74091 -0.08891
O 2.93248 1.64798 -1.06408
N -0.41136 -1.34394 -0.05336
C -1.55962 -1.76143 0.61331
O -2.71730 -1.93403 -0.29209
H -0.84978 2.06214 0.19136
H -2.09168 0.78045 0.16618
H -0.98489 0.97740 1.56550
H -0.14879 0.30404 -1.30740
H 1.33774 0.36202 1.38386
H 2.02179 -0.41739 -0.09273
H 2.45630 2.08073 0.87648
H 1.25120 2.53981 -0.30648
H 0.46192 -1.83429 -0.05274
H -2.01949 -1.16267 1.40743
H -1.48200 -2.77744 1.02064
H -2.78266 -1.19454 -0.88155

=====

Copy entry 6 word for word.
Computed, not measured: a cluster of 2 separate species, C5H12NO in total, with ωB97M-V/def2-TZVPD.

Computed properties:
- charge = +1
- spin multiplicity = 1
- frontier orbital gap (eV) = 6.514
- DFT total energy (eV) = -8907.7060
- lowest unoccupied orbital energy (eV) = -5.84
- energy relative to the best compared isomer or geometry (same formula, charge and spin) (kJ/mol) = 282.04

Element x y z (Å)
C -0.20934 -1.64334 1.61163
C 1.18865 -1.65594 1.11390
C -0.67498 3.12784 -1.05320
C -0.27522 -2.12221 -0.83506
C -0.16541 1.87414 -0.53502
N 0.10278 -1.27088 0.25857
O 0.80224 1.75397 0.28526
H -0.71497 -2.58622 1.78463
H -0.53147 -0.84149 2.26122
H 1.86011 -0.86335 1.41215
H 1.66902 -2.60836 0.92395
H -1.69583 3.28263 -0.69305
H -0.78156 3.07755 -2.13984
H -0.06605 3.98714 -0.77674
H -1.30920 -1.91873 -1.10637
H 0.36697 -1.91019 -1.68655
H -0.18792 -3.18871 -0.58583
H -0.60886 0.91802 -0.81046
H 1.23101 2.58811 0.57081

=====

spin multiplicity of number 4 (C5H12NO)? 1

=====

Among the records above, which one has the highest DFT total energy? number 4